No. 1
{"formula": "C5H9O", "method": "the ωB97M-V functional and the def2-TZVPD basis", "de_lowest_ev": 4.183, "max_force_ha_per_bohr": 0.03321, "e_homo_ev": -2.293, "orbital_gap_ev": 5.521, "charge": -1, "species": ["C", "O", "C", "C", "C", "C", "H", "H", "H", "H", "H", "H", "H", "H", "H"], "coordinates": [[-0.1492, -1.3250, 0.3740], [0.7696, -4.1618, -0.0291], [0.1544, 0.1325, 0.0498], [-0.7020, 1.1236, 0.5907], [-0.7366, 2.4180, -0.1077], [0.2947, 3.0151, -0.7173], [-1.0864, -1.2955, 0.9270], [1.1340, -3.9069, -0.8873], [0.4810, 0.7972, 1.0573], [-0.3114, -1.9835, -0.4836], [0.8001, 0.3325, -0.8151], [0.6149, -1.8020, 0.9821], [-1.6138, 3.0628, -0.0920], [1.3187, 2.6830, -0.6315], [0.2736, 3.9670, -1.2380]], "mulliken_charge": [-1.0814, -1.1128, 0.5945, -0.7083, -0.0808, -0.8445, 0.3413, 0.1288, 0.0414, 0.3349, 0.3143, 0.2978, 0.2881, 0.2380, 0.2488]}

---

No. 2
{"formula": "C6H15N2O2", "method": "the ωB97M-V functional and the def2-TZVPD basis", "de_lowest_ev": 3.361, "max_force_ha_per_bohr": 0.12431, "e_homo_ev": -13.842, "smiles": "CC(C)[C@@H](NCO)C(=[NH2+])O", "orbital_gap_ev": 10.524, "charge": 1, "species": ["C", "C", "C", "C", "N", "C", "O", "C", "N", "O", "H", "H", "H", "H", "H", "H", "H", "H", "H", "H", "H", "H", "H", "H", "H"], "coordinates": [[1.1766, 1.5559, -0.8044], [-0.2717, 1.1823, -0.5707], [-0.7935, 1.7895, 0.7413], [-0.2667, -0.3931, -0.5420], [0.5007, -1.0421, 0.4835], [1.1915, -2.2976, 0.0210], [2.0975, -1.9224, -1.0031], [-1.7587, -0.8116, -0.2939], [-1.9075, -1.5112, 0.8135], [-2.5222, -0.2653, -1.0776], [1.8192, 1.0737, -1.6359], [1.6855, 1.2785, 0.0664], [1.2377, 2.6708, -1.0792], [-0.8991, 1.3759, -1.3605], [-0.3941, 1.1693, 1.6409], [-1.8176, 1.7319, 0.8661], [-0.6479, 2.8264, 1.0030], [0.0092, -0.7004, -1.4976], [1.2770, -0.5565, 0.9287], [1.8352, -2.6063, 0.8516], [0.5790, -2.9694, -0.6000], [2.8415, -1.2927, -0.6339], [-2.8074, -1.9464, 1.0423], [-0.9985, -1.5906, 1.2483], [-3.4396, -0.2248, -0.9840]], "nbo_charge": [-0.6210, -0.2081, -0.6314, -0.1131, -0.6904, 0.0754, -0.7255, 0.7245, -0.7338, -0.5742, 0.2339, 0.1921, 0.2451, 0.2192, 0.2034, 0.2071, 0.2531, 0.2440, 0.3992, 0.1960, 0.2056, 0.4706, 0.4333, 0.4656, 0.5293]}

---

No. 3
{"formula": "C8H42N16O13", "method": "the ωB97M-V functional and the def2-TZVPD basis", "s_squared": 0.76, "max_force_ha_per_bohr": 0.19439, "e_homo_ev": [-11.101, -11.100], "orbital_gap_ev": [8.405, 2.670], "multiplicity": 2, "charge": 1, "species": ["O", "H", "H", "O", "H", "H", "O", "H", "H", "O", "H", "H", "O", "H", "H", "C", "O", "N", "N", "H", "H", "H", "H", "C", "O", "N", "N", "H", "H", "H", "H", "C", "O", "N", "N", "H", "H", "H", "H", "C", "O", "N", "N", "H", "H", "H", "H", "C", "O", "N", "N", "H", "H", "H", "H", "C", "O", "N", "N", "H", "H", "H", "H", "C", "O", "N", "N", "H", "H", "H", "H", "C", "O", "N", "N", "H", "H", "H", "H"], "coordinates": [[-0.2195, 3.6368, 1.7686], [-0.0118, 4.0947, 0.9541], [-1.1691, 3.5194, 1.7424], [-2.3019, 3.3363, -3.2758], [-1.6004, 2.9538, -2.7486], [-2.5307, 4.1461, -2.8196], [0.2996, 4.3528, -0.6004], [-0.4601, 4.9198, -0.7333], [0.9958, 4.7596, -1.1162], [3.0345, -3.0065, 0.3711], [2.7603, -3.3463, -0.4807], [2.5447, -3.5286, 1.0066], [-2.0046, -2.7404, -2.5354], [-1.9291, -1.9953, -3.1316], [-1.3635, -2.5629, -1.8472], [-1.3677, 0.1338, 4.9846], [-2.4486, 0.2317, 4.5055], [-1.2259, -0.3357, 6.2209], [-0.2229, 0.5278, 4.5300], [-2.0037, -0.6500, 6.7833], [-0.3110, -0.4787, 6.6243], [0.5338, 0.3393, 5.1718], [-0.1398, 0.9992, 3.6406], [-1.4772, -2.9646, 2.2504], [-1.4154, -3.4471, 3.3379], [-1.0137, -3.5658, 1.1787], [-1.7705, -1.7103, 2.1046], [-0.7232, -4.5226, 1.3210], [-0.8750, -3.0614, 0.3147], [-1.8902, -1.1138, 2.9108], [-2.0215, -1.2994, 1.2167], [2.0145, -3.3905, 4.0397], [1.9198, -4.4974, 3.5343], [2.8630, -3.1023, 4.9753], [1.3194, -2.3428, 3.6916], [3.4508, -3.8423, 5.3316], [2.8934, -2.2480, 5.5132], [0.5073, -2.5114, 3.1153], [1.5833, -1.4383, 4.0553], [2.5092, 2.0573, 3.4336], [2.7256, 1.4477, 2.3943], [1.6081, 2.8587, 3.6236], [3.1519, 1.7915, 4.5013], [1.3339, 3.1084, 4.5631], [0.9375, 3.0807, 2.9018], [3.8342, 1.0534, 4.6003], [2.8928, 2.2017, 5.3872], [1.0121, -1.8523, -4.8428], [0.0465, -2.4223, -5.1976], [1.5328, -1.8596, -3.7082], [1.6687, -1.0328, -5.6216], [1.0496, -2.3483, -2.9681], [2.1119, -1.0577, -3.5041], [1.0944, -0.6429, -6.3554], [2.5554, -0.6274, -5.3579], [1.0005, 2.5212, -4.4429], [2.2125, 2.3558, -4.5452], [0.4649, 3.6410, -4.2381], [0.1798, 1.4921, -4.5429], [-0.5112, 3.8300, -4.4161], [1.0370, 4.4649, -4.3566], [-0.8288, 1.4672, -4.5879], [0.5035, 0.5386, -4.6219], [-3.4369, -0.0328, -4.1552], [-2.2974, -0.0515, -3.6750], [-4.2013, 0.9773, -3.9098], [-3.9379, -1.0682, -4.8005], [-3.8184, 1.7768, -3.4259], [-5.1892, 0.8887, -4.1007], [-3.2139, -1.7461, -4.9912], [-4.9284, -1.1789, -4.9641], [0.1639, -0.4593, -0.4361], [-0.1793, -1.5317, -0.8890], [0.9723, -0.3019, 0.5723], [-0.1174, 0.7301, -0.9417], [1.2481, -1.1855, 0.9766], [1.0643, 0.5725, 1.0693], [0.2665, 1.5985, -0.5974], [-0.7408, 0.6965, -1.7356]], "mulliken_spin": [0.0000, 0.0000, 0.0000, 0.0000, 0.0000, 0.0000, 0.0000, 0.0000, 0.0000, 0.0000, -0.0001, -0.0002, 0.0001, 0.0001, 0.0007, -0.0012, 0.0004, 0.0003, 0.0007, 0.0000, 0.0001, 0.0002, 0.0005, -0.0397, 0.7727, 0.1314, 0.0901, -0.0041, -0.0088, 0.0047, -0.0025, -0.0009, 0.0332, 0.0057, 0.0065, -0.0003, 0.0002, 0.0009, -0.0018, -0.0001, 0.0000, 0.0000, 0.0000, 0.0000, 0.0000, 0.0000, 0.0000, 0.0000, 0.0000, 0.0000, 0.0000, 0.0001, 0.0000, 0.0000, 0.0000, 0.0000, 0.0000, 0.0000, 0.0000, 0.0000, 0.0000, 0.0000, 0.0000, 0.0000, -0.0001, 0.0000, 0.0000, 0.0000, 0.0000, 0.0000, 0.0000, 0.0016, 0.0025, 0.0078, 0.0007, -0.0016, -0.0007, 0.0004, 0.0001]}

---

No. 4
{"formula": "C35H25Br3Cl2HgN6O5", "method": "the ωB97M-V functional and the def2-TZVPD basis", "de_lowest_ev": 0.774, "s_squared": 0.77, "max_force_ha_per_bohr": 0.01176, "e_homo_ev": [-3.196, -5.388], "orbital_gap_ev": [5.208, 7.402], "multiplicity": 2, "charge": -1, "species": ["Hg", "Br", "C", "C", "C", "N", "C", "C", "C", "C", "C", "Br", "C", "C", "N", "H", "H", "H", "H", "H", "H", "N", "C", "C", "O", "O", "H", "H", "H", "H", "C", "O", "C", "C", "C", "Br", "C", "C", "C", "O", "C", "N", "C", "C", "C", "C", "C", "C", "N", "H", "H", "H", "H", "H", "H", "H", "H", "H", "H", "H", "Cl", "C", "C", "C", "Cl", "C", "C", "C", "C", "N", "C", "C", "O", "H", "H", "H", "H"], "coordinates": [[-0.0828, -0.0086, -0.6089], [0.1604, -5.0970, -5.3981], [0.3790, -3.4468, -4.4856], [-0.2265, -2.3013, -5.0068], [-0.0431, -1.1435, -4.2747], [0.6556, -1.0449, -3.1486], [1.2554, -2.1637, -2.6573], [1.1095, -3.4041, -3.3376], [2.0131, -2.0494, -1.4468], [2.7937, -3.1214, -0.9306], [3.7105, -2.8675, 0.0384], [4.7613, -4.2830, 0.7428], [3.8953, -1.5607, 0.5490], [2.9816, -0.6217, 0.1482], [2.0158, -0.8360, -0.7584], [-0.8123, -2.3193, -5.9126], [-0.5017, -0.2230, -4.6371], [1.5491, -4.3076, -2.9478], [2.6894, -4.1213, -1.3261], [4.6719, -1.3249, 1.2631], [3.0032, 0.3691, 0.5833], [-1.2135, 1.3385, -2.1737], [-2.1972, 2.3169, -1.6784], [-1.6116, 3.2435, -0.6039], [-2.0651, 4.3860, -0.5150], [-0.6939, 2.7249, 0.1173], [-0.4892, 1.7970, -2.7091], [-1.6388, 0.6369, -2.7684], [-3.0202, 1.7631, -1.2265], [-2.5969, 2.9505, -2.4661], [1.7450, -1.9466, 3.1237], [1.5932, -0.6437, 2.5897], [1.8525, 0.4117, 3.3870], [2.3501, 0.3142, 4.6710], [2.5401, 1.4900, 5.3925], [3.2553, 1.3697, 7.1495], [2.2246, 2.7160, 4.8717], [1.7308, 2.8224, 3.5565], [1.5973, 1.6684, 2.7982], [1.2577, 1.6330, 1.4840], [1.3524, 4.1835, 3.0915], [1.8172, 5.2721, 3.6570], [1.1997, 6.3182, 2.9970], [1.3214, 7.6980, 3.1883], [0.5647, 8.5303, 2.3861], [-0.3015, 8.0140, 1.4034], [-0.4350, 6.6537, 1.1976], [0.3338, 5.8247, 2.0154], [0.4378, 4.4517, 2.1072], [1.1630, -2.0662, 4.0412], [2.7953, -2.1780, 3.3188], [1.3697, -2.6267, 2.3627], [2.5708, -0.6434, 5.1175], [2.3417, 3.6255, 5.4399], [0.6146, 2.3195, 1.1961], [1.9920, 8.0892, 3.9450], [0.6367, 9.6048, 2.5127], [-0.8775, 8.7016, 0.7953], [-1.0873, 6.2357, 0.4393], [-0.0515, 3.8099, 1.4879], [-3.0458, -4.1205, -2.0054], [-3.0865, -3.3261, -0.4614], [-3.9495, -3.8107, 0.5283], [-4.0153, -3.2133, 1.7533], [-5.1123, -3.8485, 2.9599], [-3.2123, -2.0869, 2.0459], [-3.2327, -1.3930, 3.2761], [-2.4492, -0.2897, 3.4473], [-1.6119, 0.1234, 2.3979], [-1.5372, -0.5214, 1.2633], [-2.3296, -1.6065, 1.0454], [-2.2424, -2.2287, -0.2670], [-1.4533, -1.7845, -1.1685], [-4.5737, -4.6691, 0.3123], [-3.8862, -1.7398, 4.0655], [-2.4596, 0.2714, 4.3734], [-0.9987, 1.0086, 2.4977]], "mulliken_spin": [0.0505, 0.0010, -0.0211, 0.1554, -0.0678, 0.1180, 0.0576, 0.0659, 0.2358, 0.0085, 0.0637, 0.0064, 0.1522, -0.0084, 0.1344, 0.0153, -0.0002, 0.0220, 0.0132, 0.0149, -0.0095, 0.0005, 0.0006, -0.0006, 0.0001, 0.0011, -0.0029, -0.0012, -0.0001, 0.0000, 0.0163, -0.0119, 0.0021, -0.0023, 0.0006, 0.0000, 0.0002, 0.0031, -0.0081, -0.0070, -0.0005, 0.0000, -0.0001, 0.0000, 0.0000, 0.0000, 0.0000, -0.0001, 0.0001, 0.0012, -0.0056, -0.0064, -0.0001, 0.0000, 0.0032, 0.0000, 0.0000, 0.0000, 0.0000, 0.0004, 0.0011, 0.0006, 0.0001, -0.0003, 0.0000, -0.0015, -0.0003, 0.0006, -0.0008, 0.0088, -0.0006, -0.0032, 0.0031, 0.0001, 0.0000, 0.0000, 0.0015]}

---

No. 5
{"formula": "C9H12ClN", "method": "the ωB97M-V functional and the def2-TZVPD basis", "de_lowest_ev": 2.454, "max_force_ha_per_bohr": 0.08599, "e_homo_ev": -9.325, "orbital_gap_ev": 10.143, "species": ["C", "C", "C", "C", "C", "C", "C", "C", "C", "N", "Cl", "H", "H", "H", "H", "H", "H", "H", "H", "H", "H", "H", "H"], "coordinates": [[-3.0553, 1.1511, 0.0475], [-2.2334, 1.9254, -0.7114], [-2.4937, 0.1987, 0.8751], [-0.8026, 1.8125, -0.6405], [-1.0829, 0.0481, 1.0390], [-0.2995, 0.8313, 0.2262], [0.9408, -1.5248, -0.9069], [1.6783, -0.1826, -0.8939], [1.1635, 0.6637, 0.2579], [1.8447, -0.2750, 1.7167], [2.0520, 2.1674, 0.2460], [-4.0832, 0.9790, -0.2012], [-2.6612, 2.3148, -1.6066], [-3.1990, -0.6644, 1.2021], [-0.0438, 2.4325, -1.1750], [-0.5615, -0.7391, 1.5347], [1.4356, -2.2302, -1.6524], [0.8838, -2.0624, 0.0273], [-0.1061, -1.3842, -1.0445], [2.7160, -0.6061, -0.7167], [1.4424, 0.2017, -1.8974], [2.7625, 0.1050, 1.6468], [1.4624, 0.2936, 2.4483]], "nbo_charge": [-0.2341, -0.1907, -0.1716, -0.2068, -0.2197, -0.1265, -0.6123, -0.4775, 0.1744, -0.8177, -0.0245, 0.2188, 0.2134, 0.2147, 0.2370, 0.2402, 0.2122, 0.2225, 0.2038, 0.2327, 0.2286, 0.3428, 0.3402]}

---

No. 6
{"formula": "C19H26N4O3", "method": "the ωB97M-V functional and the def2-TZVPD basis", "de_lowest_ev": 2.140, "max_force_ha_per_bohr": 0.00047, "e_homo_ev": -9.644, "smiles": "CO[C@]1(C(=O)NC[C@H](C)C(C)C)CCN(C(=O)c2cncc(C#N)c2)C1", "orbital_gap_ev": 9.570, "species": ["C", "O", "C", "C", "O", "N", "C", "C", "C", "C", "C", "C", "C", "C", "N", "C", "O", "C", "C", "N", "C", "C", "C", "N", "C", "C", "H", "H", "H", "H", "H", "H", "H", "H", "H", "H", "H", "H", "H", "H", "H", "H", "H", "H", "H", "H", "H", "H", "H", "H", "H", "H"], "coordinates": [[0.9294, -1.1013, 1.9300], [0.5487, -0.1028, 1.0012], [-0.8413, 0.1118, 0.8012], [-0.9919, 1.1577, -0.3166], [-2.1092, 1.4841, -0.6841], [0.1558, 1.6495, -0.8086], [0.1874, 2.6615, -1.8493], [1.0936, 3.8562, -1.5251], [0.5495, 5.0798, -2.2627], [2.5750, 3.6123, -1.8715], [3.1116, 2.2775, -1.3552], [3.4658, 4.7392, -1.3511], [-1.5771, 0.5793, 2.0691], [-2.1758, -0.6755, 2.7142], [-2.0596, -1.7150, 1.6869], [-2.0141, -3.0110, 2.0766], [-2.1108, -3.3471, 3.2463], [-1.8427, -4.0607, 1.0157], [-2.5033, -4.0333, -0.2073], [-2.4074, -4.9952, -1.1220], [-1.6288, -6.0310, -0.8476], [-0.9373, -6.1628, 0.3569], [-0.1191, -7.3202, 0.5935], [0.5390, -8.2438, 0.7748], [-1.0606, -5.1650, 1.3131], [-1.5958, -1.1651, 0.4138], [2.0123, -1.0470, 2.0111], [0.4936, -0.9306, 2.9171], [0.6570, -2.1033, 1.5863], [1.0070, 1.2775, -0.4231], [0.4911, 2.2140, -2.8028], [-0.8421, 2.9950, -1.9675], [1.0201, 4.0361, -0.4451], [0.5683, 4.9127, -3.3433], [-0.4836, 5.2767, -1.9743], [1.1274, 5.9783, -2.0551], [2.6452, 3.5953, -2.9669], [3.0167, 2.2106, -0.2665], [2.6052, 1.4222, -1.8060], [4.1719, 2.1802, -1.5918], [3.3949, 4.8064, -0.2619], [4.5103, 4.5504, -1.6033], [3.1993, 5.7101, -1.7655], [-0.8915, 1.1069, 2.7314], [-2.3630, 1.2680, 1.7654], [-1.6436, -1.0036, 3.6066], [-3.2203, -0.5363, 2.9954], [-3.1586, -3.2064, -0.4570], [-1.5484, -6.8011, -1.6058], [-0.5720, -5.2401, 2.2754], [-2.4324, -0.8906, -0.2305], [-0.9457, -1.8608, -0.1147]], "nbo_charge": [-0.2457, -0.5511, 0.1813, 0.6737, -0.6487, -0.6109, -0.2256, -0.2210, -0.6026, -0.2116, -0.6148, -0.6039, -0.4539, -0.2199, -0.4248, 0.6608, -0.6119, -0.1747, 0.0789, -0.4032, 0.0902, -0.2069, 0.2682, -0.2841, -0.0892, -0.2538, 0.2022, 0.1754, 0.1675, 0.4287, 0.1911, 0.2373, 0.1999, 0.2035, 0.2144, 0.2116, 0.1935, 0.1992, 0.2045, 0.2178, 0.2019, 0.2101, 0.2099, 0.2304, 0.2492, 0.2214, 0.2118, 0.2043, 0.2099, 0.2515, 0.2325, 0.2255]}